Computed, not measured: the molecule C3H6N2O2S, with ωB97M-V with the def2-TZVPD basis set.

Calculated values
Structure (SMILES) = NN1C=CS(=O)(=O)C1
HOMO energy = -0.3241 Ha
Strongest force on any atom = 0.094 Eh/bohr
Gap between HOMO and LUMO = 9.4 eV
LUMO level = 0.60 eV
Relative energy (zero: lowest compared OMol25 entry of this formula, charge and spin) = 4.792 eV

ORCA input file:
```
! wB97M-V def2-TZVPD RIJCOSX def2/J DEFGRID3
* xyz 0 1
N -1.873 0.702 -0.529
N -0.790 0.145 0.357
C -0.462 -1.205 0.005
C 0.826 -1.430 -0.019
S 1.722 0.158 -0.068
O 2.765 0.149 0.929
O 2.048 0.439 -1.483
C 0.209 1.182 0.534
H -2.539 1.084 0.060
H -2.201 -0.132 -0.985
H -1.195 -1.995 -0.020
H 1.285 -2.329 -0.307
H -0.205 1.868 -0.129
H 0.408 1.365 1.655
*
```

Computed, not measured: a cluster of 2 separate species, C3H6N2O2S2 in total, with ωB97M-V with the def2-TZVPD basis set.

Calculated values
HOMO energy = -0.3070 Ha
Strongest force on any atom = 0.097 Eh/bohr
Gap between HOMO and LUMO = 7.2 eV
LUMO level = -1.13 eV
Relative energy (zero: lowest compared OMol25 entry of this formula, charge and spin) = 3.441 eV

ORCA input file:
```
! wB97M-V def2-TZVPD RIJCOSX def2/J DEFGRID3
* xyz 0 1
C -1.968 1.340 1.332
C 0.388 0.794 -1.377
C 1.536 -1.670 -0.595
N -2.266 0.167 1.001
N -2.513 -0.868 0.615
O 0.413 -0.100 1.149
O 2.582 0.641 0.303
S -0.443 2.148 -1.107
S 1.335 -0.071 0.041
H -2.849 1.975 1.616
H -0.990 1.504 1.585
H 0.342 0.196 -2.334
H 2.002 -2.284 0.028
H 0.444 -1.934 -0.661
H 1.987 -1.837 -1.596
*
```

Computed, not measured: a cluster of 2 separate species, C3H6N2O3 in total, with ωB97M-V with the def2-TZVPD basis set.

Calculated values
Structure (SMILES) = CNC(=O)O.N=C=O
HOMO energy = -0.3594 Ha
Strongest force on any atom = 0.093 Eh/bohr
Gap between HOMO and LUMO = 10.3 eV
LUMO level = 0.54 eV
Relative energy (zero: lowest compared OMol25 entry of this formula, charge and spin) = 2.320 eV

ORCA input file:
```
! wB97M-V def2-TZVPD RIJCOSX def2/J DEFGRID3
* xyz 0 1
C 1.454 -1.051 0.072
N 0.223 -0.430 -0.409
C 0.049 1.013 -0.523
O -0.623 1.537 -1.378
O 0.947 1.675 0.259
H 1.237 -2.019 0.523
H 2.136 -1.212 -0.763
H 1.930 -0.403 0.802
H -0.192 -0.937 -1.185
H 0.841 2.618 0.077
N -2.078 0.512 0.503
C -1.622 -0.647 0.491
O -1.806 -1.812 0.386
H -2.497 1.155 1.146
*
```

Computed, not measured: a cluster of 2 separate species, C3H6N2O3 in total, with ωB97M-V with the def2-TZVPD basis set.

Calculated values
HOMO energy = -0.3191 Ha
Strongest force on any atom = 0.157 Eh/bohr
Gap between HOMO and LUMO = 9.2 eV
LUMO level = 0.53 eV
Relative energy (zero: lowest compared OMol25 entry of this formula, charge and spin) = 9.680 eV

ORCA input file:
```
! wB97M-V def2-TZVPD RIJCOSX def2/J DEFGRID3
* xyz 0 1
C 0.916 0.263 0.522
C -1.175 0.150 -1.207
C -1.294 -0.388 0.190
H 1.818 -1.703 1.423
H 1.253 1.783 -0.564
H -0.305 -0.565 -1.700
H -2.206 0.251 -1.826
H -1.927 -1.221 0.236
H -1.430 0.441 1.022
N 1.887 0.259 1.242
N 0.659 0.993 -0.696
O 2.129 -0.617 2.126
O -0.497 1.334 -1.162
O 0.171 -0.981 0.393
*
```

Computed, not measured: the molecule C3H6N2O3, with ωB97M-V with the def2-TZVPD basis set.

Calculated values
Structure (SMILES) = CO/N=C/C=[N+](/[O-])O
HOMO energy = -0.3403 Ha
Strongest force on any atom = 0.116 Eh/bohr
Gap between HOMO and LUMO = 9.1 eV
LUMO level = -0.12 eV
Relative energy (zero: lowest compared OMol25 entry of this formula, charge and spin) = 9.389 eV

ORCA input file:
```
! wB97M-V def2-TZVPD RIJCOSX def2/J DEFGRID3
* xyz 0 1
C -1.805 -1.236 1.298
O -0.588 -0.702 0.905
N -0.786 -0.051 -0.263
C 0.270 0.753 -0.568
C 1.001 1.870 -1.638
N 2.252 1.972 -1.817
O 2.837 2.943 -2.407
O 3.218 1.024 -1.364
H -2.230 -2.091 0.561
H -2.502 -0.484 1.284
H -1.688 -1.604 2.274
H 1.074 0.721 0.161
H 0.430 2.625 -2.261
H 3.955 1.191 -2.074
*
```

Computed, not measured: the molecule C3H6N2O3, with ωB97M-V with the def2-TZVPD basis set.

Calculated values
Structure (SMILES) = N/C=C(\N)OC(=O)O
HOMO energy = -0.2679 Ha
Strongest force on any atom = 0.038 Eh/bohr
Gap between HOMO and LUMO = 8.1 eV
LUMO level = 0.76 eV
Relative energy (zero: lowest compared OMol25 entry of this formula, charge and spin) = 2.830 eV

ORCA input file:
```
! wB97M-V def2-TZVPD RIJCOSX def2/J DEFGRID3
* xyz 0 1
N -0.063 -1.988 -0.409
C -0.449 -0.689 0.018
C -0.130 0.403 -0.785
N 0.362 0.415 -2.034
O -0.173 1.560 -0.115
C 0.135 1.034 1.268
O 1.273 0.935 1.650
O -0.920 1.409 2.045
H -0.482 -2.740 0.119
H 0.943 -2.103 -0.403
H -1.386 -0.644 0.556
H 0.642 -0.457 -2.458
H 0.809 1.253 -2.371
H -0.561 1.612 2.922
*
```

Computed, not measured: the molecule C3H6N2O3, with ωB97M-V with the def2-TZVPD basis set.

Calculated values
Structure (SMILES) = O/N=C1/NOCCO1
HOMO energy = -0.3210 Ha
Strongest force on any atom = 0.085 Eh/bohr
Gap between HOMO and LUMO = 9.3 eV
LUMO level = 0.61 eV
Relative energy (zero: lowest compared OMol25 entry of this formula, charge and spin) = 7.321 eV

ORCA input file:
```
! wB97M-V def2-TZVPD RIJCOSX def2/J DEFGRID3
* xyz 0 1
O 3.166 0.193 -0.032
N 2.389 -0.911 0.032
C 1.177 -0.480 -0.154
N 0.086 -1.435 0.260
O -1.112 -1.144 -0.409
C -1.786 -0.018 0.209
C -0.773 1.040 -0.084
O 0.735 0.840 -0.046
H 2.618 1.079 -0.034
H 0.235 -2.365 -0.115
H -2.029 0.001 1.360
H -2.714 0.252 -0.320
H -0.867 1.872 0.556
H -1.125 1.077 -1.224
*
```

Computed, not measured: the ion C3H6N2O5P with charge -1, with ωB97M-V with the def2-TZVPD basis set.

Calculated values
Structure (SMILES) = O=CN(O)/C=N/C[P@](=O)([O-])O
HOMO energy = -0.1804 Ha
Strongest force on any atom = 0.098 Eh/bohr
Gap between HOMO and LUMO = 8.4 eV
LUMO level = 3.47 eV
Relative energy (zero: lowest compared OMol25 entry of this formula, charge and spin) = 0.118 eV

ORCA input file:
```
! wB97M-V def2-TZVPD RIJCOSX def2/J DEFGRID3
* xyz -1 1
O -3.830 -1.489 0.047
C -2.782 -1.109 -0.398
N -1.939 -0.156 0.085
O -2.114 0.266 1.449
C -0.771 0.280 -0.511
N 0.054 1.075 0.111
C 1.395 1.161 -0.460
P 2.095 -0.573 -0.019
O 3.551 -0.516 -0.393
O 1.082 -1.575 -0.385
O 2.040 -0.291 1.597
H -2.534 -1.536 -1.319
H -1.814 1.187 1.507
H -0.665 -0.003 -1.504
H 1.957 1.908 -0.005
H 1.454 1.289 -1.612
H 2.819 0.082 1.809
*
```

Computed, not measured: a cluster of 2 separate species, C3H6N2OS in total, with ωB97M-V with the def2-TZVPD basis set.

Calculated values
HOMO energy = -0.3078 Ha
Strongest force on any atom = 0.071 Eh/bohr
Gap between HOMO and LUMO = 9.0 eV
LUMO level = 0.67 eV
Relative energy (zero: lowest compared OMol25 entry of this formula, charge and spin) = 3.324 eV

ORCA input file:
```
! wB97M-V def2-TZVPD RIJCOSX def2/J DEFGRID3
* xyz 0 1
C 0.378 1.188 -0.849
C 2.755 -0.262 0.343
C -1.382 0.104 1.179
N 0.029 0.185 -1.657
N 3.258 0.813 0.415
O 2.197 -1.298 0.526
S -0.308 1.491 0.647
H -2.418 0.263 1.394
H -0.895 -0.195 2.088
H -1.316 -0.891 0.493
H -0.823 -0.291 -1.542
H 0.286 0.344 -2.716
H 3.431 1.729 0.071
*
```

Computed, not measured: the molecule C3H6N2OS, with ωB97M-V with the def2-TZVPD basis set.

Calculated values
Structure (SMILES) = CN(O)/C=N\C=S
HOMO energy = -0.3071 Ha
Strongest force on any atom = 0.165 Eh/bohr
Gap between HOMO and LUMO = 8.5 eV
LUMO level = 0.13 eV
Relative energy (zero: lowest compared OMol25 entry of this formula, charge and spin) = 5.547 eV

ORCA input file:
```
! wB97M-V def2-TZVPD RIJCOSX def2/J DEFGRID3
* xyz 0 1
C -0.568 1.501 -2.362
N -0.400 0.845 -1.061
O 0.450 1.487 -0.266
C -0.944 -0.264 -0.675
N -1.127 -0.758 0.612
C -0.307 -0.925 1.484
S 1.370 -1.109 1.340
H 0.349 1.698 -2.844
H -1.491 2.399 -2.394
H -0.976 0.564 -3.054
H 0.869 0.630 0.366
H -1.802 -0.808 -1.294
H -0.867 -1.117 2.368
*
```

Computed, not measured: a cluster of 2 separate species, C3H6N2S in total, with ωB97M-V with the def2-TZVPD basis set.

Calculated values
HOMO energy = -0.2833 Ha
Strongest force on any atom = 0.087 Eh/bohr
Gap between HOMO and LUMO = 8.6 eV
LUMO level = 0.88 eV
Relative energy (zero: lowest compared OMol25 entry of this formula, charge and spin) = 6.145 eV

ORCA input file:
```
! wB97M-V def2-TZVPD RIJCOSX def2/J DEFGRID3
* xyz 0 1
C -2.359 0.679 -0.685
C 1.529 0.474 0.277
C 0.610 -0.553 -0.327
N -1.943 0.499 0.489
N -0.866 0.799 -0.496
S -0.198 -1.909 0.470
H -3.098 0.320 -1.357
H 1.042 1.227 0.766
H 2.141 0.836 -0.498
H 2.130 -0.042 0.990
H 0.985 -0.748 -1.376
H 0.027 -1.581 1.746
*
```

Computed, not measured: the molecule C3H6N2S, with ωB97M-V with the def2-TZVPD basis set.

Calculated values
Structure (SMILES) = [H]/N=C/N(C)C=S
HOMO energy = -0.3260 Ha
Strongest force on any atom = 0.108 Eh/bohr
Gap between HOMO and LUMO = 8.7 eV
LUMO level = -0.19 eV
Relative energy (zero: lowest compared OMol25 entry of this formula, charge and spin) = 2.458 eV

ORCA input file:
```
! wB97M-V def2-TZVPD RIJCOSX def2/J DEFGRID3
* xyz 0 1
H -1.779 -2.541 0.207
N -1.551 -1.466 -0.103
C -0.346 -1.220 -0.027
N 0.201 0.153 -0.118
C -0.676 1.219 -0.177
C 1.587 0.332 0.179
S 2.952 -0.661 -0.154
H 0.500 -1.901 0.051
H -1.406 1.194 -0.899
H -1.094 1.342 0.889
H -0.032 2.134 -0.553
H 1.644 1.414 0.705
*
```

Look up the gap between HOMO and LUMO of the first one.
9.4 eV